Version A
{"formula": "C3H6INOS", "method": "ωB97M-V/def2-TZVPD", "lumo_energy_ha": -0.04391, "orbital_gap_ev": 8.580, "symbols": ["C", "C", "C", "N", "O", "S", "I", "H", "H", "H", "H", "H", "H"], "coordinates": [[1.3559, -1.4093, 0.4820], [-1.9751, 2.3439, -1.5662], [0.3690, -1.6502, 1.3500], [-1.5483, 1.7086, -0.5626], [-3.5895, 2.1368, 1.0213], [-2.5032, 1.1927, 0.7866], [-3.5076, -0.8563, -0.1657], [2.3086, -1.7868, 0.5677], [1.0045, -1.2632, -0.5605], [-1.1398, 2.6869, -2.3250], [-2.9520, 2.5904, -1.7164], [0.5356, -1.8001, 2.4165], [-0.6206, -1.6837, 1.0649]]}

---

Version B
{"formula": "C3H6INOS", "method": "ωB97M-V/def2-TZVPD", "lumo_energy_ha": -0.02685, "orbital_gap_ev": 8.826, "symbols": ["C", "C", "C", "N", "O", "S", "I", "H", "H", "H", "H", "H", "H"], "coordinates": [[1.0700, -1.7424, -0.9477], [-1.9280, 2.5220, 0.1662], [1.1256, -2.3896, 0.2274], [-1.6426, 1.4738, 0.7410], [0.4192, 1.5869, -0.8606], [-0.2499, 0.6330, 0.0005], [0.8944, 0.5438, 2.1467], [0.3862, -1.9865, -1.6235], [1.7242, -1.0637, -1.3777], [-2.8721, 3.0221, 0.6354], [-1.2652, 2.8330, -0.5867], [0.4177, -3.1806, 0.5090], [1.9204, -2.2517, 0.9701]]}

---

Which of them is least stable? Easy: version A.

---

Version A
{"formula": "C2H6ClN3", "method": "ωB97M-V/def2-TZVPD", "lumo_energy_ha": 0.03085, "orbital_gap_ev": 10.234, "smiles": "[H]/N=C(/CCl)NN", "symbols": ["H", "N", "C", "C", "Cl", "N", "N", "H", "H", "H", "H", "H"], "coordinates": [[1.0100, 2.1557, 0.9287], [0.0279, 1.8976, 0.7508], [-0.0719, 0.6935, 0.3591], [-1.4396, 0.1362, 0.0882], [-1.7490, 0.0320, -1.6772], [0.9903, -0.1778, 0.1661], [0.7676, -1.4391, -0.3709], [-1.5614, -0.8428, 0.4650], [-2.1777, 0.8481, 0.5142], [1.8737, 0.3037, 0.0252], [0.9818, -1.4837, -1.3446], [1.3484, -2.1235, 0.0952]]}

---

Version B
{"formula": "C2H6ClN3", "method": "ωB97M-V/def2-TZVPD", "lumo_energy_ha": 0.02705, "orbital_gap_ev": 9.118, "symbols": ["C", "C", "H", "H", "H", "H", "H", "H", "N", "N", "N", "Cl"], "coordinates": [[-0.1330, -0.1531, -0.4171], [0.6204, 1.0350, -0.9237], [0.4663, -2.0128, 2.4303], [-1.2606, -1.8593, 1.2063], [-0.0618, 0.7969, 1.4965], [-0.8872, -0.5545, -1.9560], [0.0005, 1.6020, -1.7676], [1.7417, 0.9121, -1.4984], [-0.4693, -1.2974, 1.7016], [-0.0574, -0.1945, 1.0410], [-0.7115, -0.9961, -1.1259], [0.7519, 2.7217, -0.1870]]}

---

Which of them is least stable? Easy: version B.

---

Version A
{"formula": "C4H6ClN", "method": "ωB97M-V/def2-TZVPD", "lumo_energy_ha": 0.02751, "orbital_gap_ev": 10.211, "smiles": "C#C[C@H](N)CCl", "symbols": ["C", "C", "C", "N", "C", "Cl", "H", "H", "H", "H", "H", "H"], "coordinates": [[-1.8701, -1.4947, -0.4352], [-0.9479, -0.6713, -0.2788], [-0.1364, 0.3905, 0.2291], [0.1898, 1.2235, -0.9243], [1.2100, -0.2170, 0.7583], [2.0642, -0.9769, -0.6410], [-2.6590, -2.2276, -0.4320], [-0.7118, 1.0631, 0.9835], [-0.5139, 1.4293, -1.6430], [0.4889, 2.1287, -0.4945], [0.9140, -1.0994, 1.5039], [1.9721, 0.4518, 1.3740]]}

---

Version B
{"formula": "C4H6ClN", "method": "ωB97M-V/def2-TZVPD", "lumo_energy_ha": 0.03683, "orbital_gap_ev": 10.460, "smiles": "C=C(Cl)[C@@H]1CN1", "symbols": ["C", "C", "Cl", "C", "C", "N", "H", "H", "H", "H", "H", "H"], "coordinates": [[-1.1100, 1.5372, 0.1137], [-1.1350, 0.2628, -0.1309], [-2.5315, -0.7279, -0.0514], [0.1156, -0.5213, -0.4505], [1.1059, -0.9188, 0.5714], [1.4070, 0.1730, -0.3339], [-2.0745, 1.9958, 0.3945], [-0.1845, 2.1457, 0.1433], [-0.0435, -1.2435, -1.2364], [1.6572, -1.8613, 0.4370], [0.7694, -0.6302, 1.5800], [2.0239, -0.2114, -1.0368]]}

---

Which of them is least stable? Easy: version A.